No. 1
Molecular formula: C3H8N
Method: DFT, ωB97M-V/def2-TZVPD

Last column: Mulliken charge in e.
Positions of all 12 atoms, in Å:
C: 0.99204 0.58721 -0.45824  -0.356
C: -0.35959 0.07374 -0.46597  0.224
C: -1.30133 0.26434 0.73392  -0.985
N: 0.82770 -0.80639 -0.32747  -0.427
H: 1.43030 0.93346 -1.43927  0.298
H: 1.50030 0.86357 0.55725  0.257
H: -0.77895 0.15301 -1.51679  0.340
H: -2.06482 -0.57675 0.83500  0.312
H: -1.80500 1.28370 0.66825  0.301
H: -0.60938 0.24165 1.65200  0.242
H: 1.02506 -1.45903 -1.09856  0.324
H: 1.14367 -1.55852 0.85991  0.468

The calculation puts the frontier orbital gap at 11.529 eV. As for the highest occupied orbital energy: -17.0 eV. Its electronic energy is -4720.6844 eV. The energy above the lowest of the compared OMol25 structures with the same formula, charge and spin is 264.6 kJ/mol. The charge is +1. The multiplicity is 1.



No. 2
Molecular formula: C56H50Cl3GaN6OP2S2
Method: DFT, ωB97M-V/def2-TZVPD

Last column: Mulliken charge in e.
Positions of all 121 atoms, in Å:
Ga: 0.62815 0.64125 -0.09082  0.916
N: -2.15682 1.15053 3.02312  -0.170
C: -1.35668 1.38984 1.95759  0.054
S: 0.28548 0.73738 2.13918  -0.631
N: -1.87210 2.07694 0.98403  -1.422
N: -1.02680 2.33452 -0.08353  1.178
C: -1.23688 3.46204 -0.67678  0.672
C: -2.32512 4.40393 -0.31201  -0.517
C: -2.02974 5.61120 0.31093  -0.151
C: -3.05400 6.48655 0.64585  -0.911
C: -4.36807 6.16191 0.34699  -0.498
C: -4.66371 4.95361 -0.27288  -0.889
C: -3.64679 4.07147 -0.59351  0.011
C: -0.24232 3.87975 -1.66945  -0.726
C: -0.05238 5.10126 -2.16119  -0.029
C: 1.15214 5.45973 -2.90927  -1.024
C: 2.10494 4.56801 -3.15431  -1.377
C: 1.98491 3.12761 -2.78110  0.097
N: 0.75010 2.84681 -1.94077  -0.269
H: -1.75397 0.80454 3.87634  0.308
H: -3.00813 1.68712 3.08378  0.238
H: -1.00469 5.85898 0.56164  0.559
H: -2.82256 7.42074 1.13903  0.429
H: -5.16458 6.84876 0.59884  0.430
H: -5.68945 4.69856 -0.50209  0.453
H: -3.87790 3.12265 -1.06176  0.415
H: -0.79095 5.86251 -1.95398  0.676
H: 1.26380 6.48421 -3.23372  0.458
H: 3.00360 4.84137 -3.69263  0.514
H: 1.95927 2.52959 -3.69236  0.386
C: 3.27952 -1.32516 -3.23117  -1.325
C: 2.89071 0.15175 -3.17774  -0.304
P: 3.77037 0.95452 -1.76832  1.099
C: 5.39235 1.26359 -2.53276  0.647
C: 5.56587 1.83893 -3.79441  -0.355
C: 6.83522 2.04073 -4.30810  -0.782
C: 7.95020 1.66225 -3.56696  -0.519
C: 7.79251 1.09042 -2.31511  -0.752
C: 6.51701 0.89583 -1.79850  -0.263
C: 2.91970 2.59272 -1.64834  2.585
C: 1.65757 2.38854 -0.72888  0.705
C: 1.61227 3.31313 0.44288  -0.810
C: 2.65146 4.07318 0.79030  -1.240
C: 3.85055 4.22087 -0.03607  -1.137
C: 3.95283 3.58413 -1.19338  -1.975
C: 3.22862 -1.96109 -1.84406  -1.243
P: 1.63608 -1.63391 -0.97992  0.095
C: 1.88259 -2.49697 0.60129  0.726
C: 2.76282 -1.85605 1.47944  -0.827
C: 3.07611 -2.43426 2.69829  -0.738
C: 2.50897 -3.65297 3.05400  -0.875
C: 1.61857 -4.28078 2.19697  -0.854
C: 1.30231 -3.70636 0.97262  0.004
C: 0.53926 -2.56860 -2.08941  2.429
C: -0.33439 -1.89008 -2.93780  -0.083
C: -1.08643 -2.57571 -3.87989  -0.792
C: -0.97533 -3.95485 -3.98175  -0.736
C: -0.08885 -4.64015 -3.16219  -0.991
C: 0.67469 -3.95183 -2.23153  -1.332
H: 4.28395 -1.43164 -3.64409  0.569
H: 2.60125 -1.85917 -3.89981  0.463
H: 1.80586 0.22285 -3.01658  0.014
H: 3.11402 0.65539 -4.11884  0.908
H: 4.70673 2.13836 -4.38595  0.222
H: 6.96070 2.48805 -5.28500  0.444
H: 8.94191 1.81650 -3.97031  0.420
H: 8.65967 0.79729 -1.73918  0.445
H: 6.39412 0.45813 -0.81480  0.419
H: 0.24764 2.04363 -2.31503  0.903
H: 0.74641 3.29804 1.08442  0.393
H: 2.59508 4.64336 1.70906  0.549
H: 4.62789 4.89824 0.29048  0.461
H: 4.81065 3.73190 -1.83836  0.691
H: 4.04139 -1.63561 -1.19537  0.741
H: 3.28424 -3.05035 -1.90835  0.876
H: 3.20832 -0.90231 1.20604  0.329
H: 3.75991 -1.93541 3.37164  0.512
H: 2.75384 -4.10734 4.00491  0.431
H: 1.15412 -5.21354 2.48357  0.473
H: 0.57952 -4.19579 0.33418  0.130
H: -0.42940 -0.81320 -2.87002  -0.032
H: -1.75678 -2.03475 -4.53454  0.481
H: -1.56588 -4.49420 -4.71004  0.436
H: 0.02097 -5.71203 -3.25732  0.468
H: 1.38872 -4.49974 -1.63035  0.443
Cl: -7.41760 -0.96458 4.88769  -0.194
C: -6.21015 -1.74958 3.93543  0.321
C: -5.42686 -1.00521 3.06844  -1.310
C: -4.44580 -1.64606 2.33268  0.914
C: -4.22159 -3.01865 2.43581  -0.650
C: -3.12343 -3.70233 1.65494  -0.144
C: -3.10696 -3.37983 0.15962  -1.683
N: -2.57020 -2.06049 -0.18724  0.710
C: -3.19998 -1.12686 -0.98117  -1.309
C: -2.32436 -0.10360 -1.13653  -0.652
N: -1.15045 -0.42045 -0.48459  0.875
C: -1.35097 -1.59623 0.08922  -0.652
O: -1.79092 -3.52168 2.14687  -0.199
C: -1.56991 -2.69793 3.28731  0.399
C: -2.16834 -3.22388 4.55767  -0.699
C: -2.07444 -4.49981 5.02397  1.139
Cl: -1.27770 -5.82596 4.27782  -0.203
S: -2.87375 -4.72500 6.51955  -0.162
C: -3.34524 -3.08307 6.56039  -0.471
C: -2.90876 -2.40786 5.46490  -1.064
C: -5.05005 -3.73656 3.29953  0.917
Cl: -4.87582 -5.45073 3.49456  -0.157
C: -6.03471 -3.11681 4.05159  -0.762
H: -5.59345 0.05884 2.97336  0.508
H: -3.82898 -1.04736 1.67647  0.042
H: -3.31890 -4.77623 1.68918  0.899
H: -4.12223 -3.42626 -0.23243  0.472
H: -2.51114 -4.12861 -0.36344  0.309
H: -4.19993 -1.27114 -1.34983  0.691
H: -2.44571 0.80595 -1.69598  0.638
H: -0.64969 -2.13781 0.69792  0.036
H: -1.94133 -1.68151 3.11726  -0.565
H: -0.48160 -2.63839 3.36581  0.894
H: -3.92706 -2.70827 7.38644  0.483
H: -3.11751 -1.36148 5.28872  0.415
H: -6.65125 -3.69652 4.72309  0.491

The calculation puts the frontier orbital gap at 6.697 eV. As for the highest occupied orbital energy: -12.2 eV. Its electronic energy is -200049.5744 eV. The energy above the lowest of the compared OMol25 structures with the same formula, charge and spin is 298.6 kJ/mol. The charge is +2. The multiplicity is 1.



No. 3
Molecular formula: C24H55F4N2O14P
Method: DFT, ωB97M-V/def2-TZVPD

Last column: Mulliken charge in e.
Positions of all 100 atoms, in Å:
C: 1.93480 1.24287 -0.73576  -1.130
C: 0.65448 1.94063 -1.21526  -0.528
N: -0.54119 1.59066 -0.40546  0.865
C: -1.41009 0.61689 -1.08686  -2.015
C: -0.96028 -0.84738 -0.86611  -1.063
C: -1.49829 -1.48807 0.41393  1.725
O: -0.96746 -2.81099 0.70770  -0.636
C: -0.37789 -3.46230 -0.33982  0.015
O: -0.98620 -3.88745 -1.30168  -0.597
C: 1.09796 -3.68183 -0.20230  0.816
C: 1.60508 -3.96222 1.04316  -0.238
C: 2.95438 -4.12405 1.15461  -0.450
N: 3.82797 -4.03073 0.16482  -0.631
C: 3.28912 -3.79496 -1.01764  -0.477
C: 1.95774 -3.61444 -1.26486  -0.289
P: -3.39621 -1.62525 0.22279  -0.229
O: -3.65271 -2.43595 -1.17481  -0.463
O: -3.88773 -2.54624 1.46458  -0.453
C: -1.24720 -0.66816 1.72003  0.524
F: -1.56032 -1.52300 2.73224  -0.328
F: -2.09451 0.35859 1.84923  -0.205
C: 0.22442 -0.23636 1.96382  0.467
F: 0.49390 -0.43060 3.28929  -0.411
F: 1.09902 -0.98677 1.28405  -0.066
C: -1.34582 2.81174 -0.33634  0.673
C: -1.88826 3.28331 0.98990  -1.341
O: -1.61789 3.43653 -1.34259  -0.605
H: 2.04832 0.23378 -1.13789  0.348
H: 2.76981 1.82179 -1.13432  0.536
H: 2.04678 1.24563 0.33795  -0.076
H: 0.51812 1.66347 -2.26427  -0.098
H: 0.87068 3.00548 -1.21808  0.657
H: -2.43896 0.77278 -0.75814  0.858
H: -1.41891 0.79649 -2.16905  0.453
H: -1.31460 -1.37730 -1.75145  0.823
H: 0.12892 -0.86043 -0.93320  0.026
H: 0.94744 -4.04776 1.89442  0.487
H: 3.35177 -4.31983 2.15301  0.570
H: 3.96841 -3.71218 -1.86090  0.398
H: 1.57889 -3.42423 -2.25874  0.494
H: -3.92387 -1.75432 -1.79673  0.405
H: -4.25288 -1.98742 2.15525  0.390
H: 0.38191 0.82496 1.79487  -0.198
H: -2.72055 2.63419 1.26860  0.184
H: -2.32077 4.27142 0.86912  0.486
H: -1.14866 3.30816 1.79090  0.316
C: 2.59757 4.26562 2.00800  -0.738
O: 2.83860 2.94602 1.50513  -0.384
H: 1.95981 4.78426 1.29688  0.245
H: 2.09320 4.21744 2.97560  0.296
H: 3.53718 4.81275 2.11309  0.324
H: 3.40105 2.49408 2.14354  0.268
C: 6.62779 2.55050 1.72251  -0.564
O: 5.91184 3.55565 1.01452  -0.513
H: 7.68000 2.82304 1.72576  0.247
H: 6.27609 2.48234 2.75717  0.247
H: 6.51303 1.57982 1.23229  0.260
H: 4.98241 3.30520 1.01746  0.338
C: -5.35414 4.64242 -1.88570  -0.501
O: -4.20852 4.51592 -1.04492  -0.420
H: -6.20193 4.19065 -1.38452  0.160
H: -5.57176 5.69545 -2.07200  0.208
H: -5.18122 4.12759 -2.83617  0.271
H: -3.46231 4.91643 -1.49917  0.251
C: 1.62717 2.30494 -5.08199  -0.557
O: 2.31811 2.71945 -3.90213  -0.452
H: 0.73020 1.77212 -4.77615  0.199
H: 1.34050 3.17105 -5.68135  0.280
H: 2.25269 1.63873 -5.67799  0.280
H: 3.10799 3.18919 -4.18063  0.269
C: -2.22983 -7.21983 0.45147  -0.501
O: -1.30628 -7.21831 -0.63055  -0.556
H: -2.60025 -8.23432 0.57858  0.265
H: -1.73978 -6.90034 1.37591  0.227
H: -3.07170 -6.55563 0.23775  0.229
H: -0.98847 -6.31646 -0.73134  0.315
C: 5.05813 -3.88606 4.93114  -0.274
O: 4.84365 -4.88907 3.93686  -0.509
H: 4.11285 -3.69318 5.43087  -0.020
H: 5.78934 -4.23405 5.66543  0.285
H: 5.41452 -2.96319 4.46318  0.254
H: 5.68580 -5.04906 3.50310  0.282
C: 1.21621 -3.67544 7.26024  -0.477
O: 2.52575 -3.20213 6.95325  -0.484
H: 1.22578 -4.76018 7.19515  0.226
H: 0.93041 -3.37942 8.27266  0.261
H: 0.48978 -3.27984 6.54620  0.173
H: 2.50569 -2.24342 7.01344  0.275
C: -9.43132 5.32954 -1.00104  -0.537
O: -8.13799 5.74431 -1.43239  -0.435
H: -9.49011 4.24886 -1.10305  0.208
H: -9.59069 5.59883 0.04612  0.270
H: -10.20765 5.78918 -1.61806  0.241
H: -8.09604 6.69946 -1.33827  0.264
C: 0.01033 0.19903 -8.36761  -0.531
O: 0.49878 1.42994 -7.84082  -0.447
H: 0.20020 -0.58060 -7.63432  0.208
H: -1.06488 0.26127 -8.55287  0.259
H: 0.52689 -0.05174 -9.29740  0.261
H: 0.32688 2.11203 -8.49485  0.267

The calculation puts the frontier orbital gap at 8.554 eV. As for the SMILES: CCN(CC[C@](OC(=O)c1ccncc1)(P(O)O)C(F)(F)C(F)F)C(C)=O.CO.CO.CO.CO.CO.CO.CO.CO.CO. As for the highest occupied orbital energy: -8.3 eV. Its electronic energy is -77579.2905 eV. The energy above the lowest of the compared OMol25 structures with the same formula, charge and spin is 0.0 kJ/mol. The multiplicity is 1.



No. 4
Molecular formula: C24H19Cl2F5O3PRuSTe2
Method: DFT, ωB97M-V/def2-TZVPD

Last column: Mulliken charge in e.
Positions of all 58 atoms, in Å:
Ru: 1.01593 -0.76848 0.25945  1.060
Cl: 5.37575 -0.19469 -5.43326  -0.200
C: 4.60671 -0.63180 -3.94874  0.149
C: 5.38615 -0.81608 -2.80524  -0.707
C: 4.78901 -1.16518 -1.61627  0.750
Cl: 5.74325 -1.46505 -0.20278  -0.229
C: 3.40091 -1.32373 -1.50528  0.128
O: 2.83264 -1.70803 -0.38768  -0.862
C: 2.64027 -1.14868 -2.67634  0.920
C: 1.22431 -1.37580 -2.64443  -0.112
O: 0.50431 -1.42619 -1.63756  -0.582
C: 3.24777 -0.81910 -3.89550  -1.028
H: 6.45958 -0.69579 -2.85828  0.469
H: 0.71832 -1.52692 -3.60469  0.477
H: 2.64486 -0.70514 -4.78739  0.472
Te: 0.22409 -1.32212 3.58394  0.603
C: -0.71266 0.20267 4.59502  -0.140
C: -1.89035 0.81711 4.24326  0.247
C: -2.27934 1.80225 5.17828  -0.726
C: -1.40172 1.90444 6.22120  -0.416
S: -0.09957 0.82396 6.07368  -0.092
H: -2.45654 0.55980 3.35879  0.322
H: -3.17268 2.40245 5.09125  0.390
H: -1.46379 2.56442 7.07195  0.407
F: 2.84199 -3.17138 3.39737  -0.407
Te: 3.47364 -2.30460 1.86127  1.660
F: 1.75236 0.83121 -0.54222  -0.724
F: 1.33181 -2.64251 1.36487  -0.727
F: 5.18236 -2.48207 2.63622  -0.441
F: 3.74336 -3.90038 1.00569  -0.341
O: 0.71232 -0.23567 2.10671  -0.655
C: -0.40480 2.26488 0.81077  -1.374
P: -0.75223 0.70439 -0.02140  2.055
C: -2.32497 0.10391 0.63316  0.402
C: -3.40624 0.97010 0.80143  -0.429
C: -4.59612 0.50009 1.33294  -0.804
C: -4.71647 -0.83639 1.69747  -0.506
C: -3.65185 -1.70643 1.51716  -0.845
C: -2.45841 -1.23748 0.98286  -0.491
C: -1.02572 1.05354 -1.76563  0.694
C: -1.96477 0.30826 -2.47724  -0.366
C: -2.12001 0.50818 -3.83973  -0.764
C: -1.33978 1.45119 -4.49567  -0.510
C: -0.40609 2.19780 -3.78910  -0.777
C: -0.24292 1.99949 -2.42662  -0.431
H: -1.21235 2.97300 0.62841  0.438
H: 0.53238 2.66639 0.43297  0.535
H: -0.30755 2.07389 1.87796  0.319
H: -3.32560 2.01119 0.51359  0.366
H: -5.43261 1.17436 1.45957  0.461
H: -5.64634 -1.19980 2.11426  0.418
H: -3.74929 -2.74987 1.78588  0.463
H: -1.63249 -1.92399 0.82737  0.482
H: -2.57449 -0.42892 -1.96968  0.394
H: -2.85350 -0.06783 -4.38801  0.440
H: -1.46544 1.61046 -5.55858  0.433
H: 0.19757 2.93655 -4.29925  0.440
H: 0.50500 2.56414 -1.88819  0.290

The calculation puts the frontier orbital gap (spin up / spin down) at 5.642 / 5.690 eV. As for the highest occupied orbital energy (spin up / spin down): -11.1 / -11.1 eV. Its electronic energy is -107257.4827 eV. The energy above the lowest of the compared OMol25 structures with the same formula, charge and spin is 0.0 kJ/mol. The charge is +1. The multiplicity is 1.



Copy entry 1 word for word.
Molecular formula: C3H8N
Method: DFT, ωB97M-V/def2-TZVPD

Last column: Mulliken charge in e.
Positions of all 12 atoms, in Å:
C: 0.99204 0.58721 -0.45824  -0.356
C: -0.35959 0.07374 -0.46597  0.224
C: -1.30133 0.26434 0.73392  -0.985
N: 0.82770 -0.80639 -0.32747  -0.427
H: 1.43030 0.93346 -1.43927  0.298
H: 1.50030 0.86357 0.55725  0.257
H: -0.77895 0.15301 -1.51679  0.340
H: -2.06482 -0.57675 0.83500  0.312
H: -1.80500 1.28370 0.66825  0.301
H: -0.60938 0.24165 1.65200  0.242
H: 1.02506 -1.45903 -1.09856  0.324
H: 1.14367 -1.55852 0.85991  0.468

The calculation puts the frontier orbital gap at 11.529 eV. As for the highest occupied orbital energy: -17.0 eV. Its electronic energy is -4720.6844 eV. The energy above the lowest of the compared OMol25 structures with the same formula, charge and spin is 264.6 kJ/mol. The charge is +1. The multiplicity is 1.